The following is a DFT calculation (the ωB97M-V functional and the def2-TZVPD basis) of 14 unconnected molecules or ions with the total composition C51H132F2N9O27P3 in a non-equilibrium geometry.

Its HOMO-LUMO gap is 8.73 eV. The calculation puts the HOMO energy at -8.70 eV. For the largest force on an atom, the calculation gives 0.1267 Eh/bohr. The multiplicity is 1.

```
224
Properties=species:S:1:pos:R:3:lowdin_charge:R:1
C -1.13122 -4.51792 7.55038 -0.043
C -1.18277 -3.12183 6.99469 -0.437
C -1.88697 -2.91121 5.57507 -0.179
O -1.42517 -3.89898 4.70360 -0.190
C -2.31261 -4.15786 3.65659 -0.120
N -1.84355 -2.22517 7.93251 0.034
H -0.47994 -5.15203 6.94887 0.069
H -2.10303 -5.00146 7.45100 0.083
H -1.08876 -4.40711 8.63390 0.079
H -0.17584 -2.71193 6.91613 0.116
H -1.76908 -1.92390 5.12849 0.092
H -2.91018 -3.10178 5.89883 0.122
H -1.83472 -4.91576 3.03584 0.064
H -2.53866 -3.27724 3.05533 0.081
H -3.25205 -4.60052 3.98762 0.088
H -1.73363 -1.27753 7.60088 0.036
H -1.29007 -2.38403 8.76228 0.065
C -3.87426 -6.06173 -0.08285 -0.066
C -3.75648 -4.53264 0.00339 -0.408
C -3.73509 -3.69485 -1.30510 -0.183
O -2.99542 -4.31594 -2.37467 -0.203
C -2.87704 -3.45851 -3.56233 -0.052
N -4.67894 -4.02867 1.04091 0.043
H -3.04383 -6.50215 -0.63468 0.078
H -4.79198 -6.25301 -0.63902 0.075
H -4.01855 -6.64237 0.82827 0.071
H -2.75025 -4.46705 0.41726 0.103
H -3.39357 -2.66620 -1.18954 0.086
H -4.78021 -3.60943 -1.60265 0.114
H -2.33425 -2.60005 -3.16669 0.063
H -3.88404 -3.24954 -3.92339 0.089
H -2.24852 -3.89499 -4.33857 0.083
H -5.66601 -4.01055 0.82774 0.069
H -4.67567 -4.65151 1.83600 0.054
C -5.74839 2.97932 -4.37339 -0.052
C -4.63911 2.54432 -3.41559 -0.444
C -4.19814 1.09348 -3.58046 -0.196
O -5.22942 0.06583 -3.65223 -0.179
C -5.94345 -0.13811 -2.43740 -0.108
N -3.45609 3.42053 -3.51296 0.063
H -5.79168 4.05110 -4.17976 0.065
H -6.76821 2.60044 -4.30596 0.079
H -5.41952 2.92955 -5.41140 0.082
H -5.09933 2.44938 -2.43208 0.123
H -3.35615 0.99025 -2.89599 0.112
H -3.77595 0.87870 -4.56216 0.111
H -6.37157 -1.13393 -2.32274 0.082
H -6.58016 0.69711 -2.14567 0.081
H -5.14807 -0.24571 -1.69991 0.072
H -3.23329 3.29389 -4.48991 0.076
H -3.80630 4.35922 -3.38517 0.054
C -1.71059 5.14659 -0.76213 -0.028
C -3.02497 5.58084 0.05481 -0.358
C -2.90207 6.03267 1.52810 -0.206
O -2.06722 5.12196 2.20220 -0.235
C -2.20970 5.13328 3.59952 -0.097
N -3.52614 6.64171 -0.83120 0.027
H -0.86811 5.83733 -0.79680 0.059
H -1.86337 4.72409 -1.75524 0.058
H -1.24340 4.33785 -0.20017 0.042
H -3.70794 4.73612 0.14478 0.115
H -3.79180 6.49158 1.95922 0.134
H -2.27321 6.92295 1.53481 0.110
H -1.82418 6.05473 4.03589 0.096
H -1.65323 4.34077 4.09991 0.068
H -3.22832 4.82583 3.83614 0.090
H -3.51777 6.20209 -1.74047 0.049
H -4.44920 6.99814 -0.62866 0.070
C 2.98871 -5.93579 2.34292 -0.053
C 1.49971 -6.15409 2.58516 -0.411
C 1.02279 -6.27098 4.04288 -0.212
O 1.39110 -7.54650 4.49510 -0.178
C 0.83998 -7.88843 5.75881 -0.111
N 0.79464 -5.11451 1.81319 0.041
H 3.27672 -5.02107 2.86104 0.075
H 3.25645 -5.99685 1.28808 0.078
H 3.53556 -6.72720 2.85549 0.074
H 1.19252 -7.06581 2.07283 0.138
H -0.03656 -6.08950 4.22441 0.100
H 1.46343 -5.49580 4.66981 0.123
H 1.11865 -8.93091 5.91264 0.084
H -0.24691 -7.93237 5.82852 0.084
H 1.26039 -7.29208 6.56859 0.084
H -0.18601 -5.35620 1.81022 0.041
H 0.83708 -4.18525 2.20662 0.065
C 5.83639 7.53287 -3.40990 -0.061
C 4.85646 6.74511 -4.31133 -0.416
C 5.15946 5.17709 -4.19969 -0.174
O 6.56342 4.81101 -4.32026 -0.205
C 7.05010 5.16862 -5.62353 -0.106
N 3.48798 7.02252 -3.91630 0.035
H 5.77901 7.37035 -2.33361 0.066
H 5.68533 8.61183 -3.44368 0.072
H 6.86931 7.30374 -3.67198 0.066
H 4.99005 7.07758 -5.34075 0.120
H 4.39621 4.64274 -4.76539 0.111
H 4.97371 4.83334 -3.18212 0.109
H 6.57736 4.50735 -6.34970 0.094
H 8.11660 4.98891 -5.48786 0.086
H 7.06753 6.24533 -5.79229 0.075
H 2.88028 6.36554 -4.38447 0.061
H 3.39051 6.70815 -2.96143 0.026
C 3.32131 -4.14120 -5.90925 -0.093
C 3.42163 -2.62832 -5.61882 -0.373
C 2.49537 -2.32698 -4.35083 -0.089
O 2.72862 -0.85629 -4.08476 -0.208
C 2.33512 -0.50418 -2.80222 -0.133
N 4.85309 -2.38692 -5.37021 0.051
H 3.71261 -4.40680 -6.89130 0.068
H 2.31297 -4.55517 -5.90712 0.069
H 3.98482 -4.85610 -5.42267 0.072
H 3.05743 -2.26293 -6.57901 0.117
H 2.85086 -2.90594 -3.49846 0.100
H 1.42493 -2.46990 -4.49855 0.110
H 1.93769 0.50431 -2.68784 0.070
H 3.22902 -0.46179 -2.17991 0.084
H 1.49349 -1.13481 -2.51572 0.068
H 4.94694 -1.42883 -5.06465 0.061
H 5.13825 -2.92133 -4.56201 0.039
C -0.32329 -2.02372 -0.60151 -0.035
C -0.81115 -0.75829 0.10539 -0.427
C -0.35692 0.55409 -0.59985 -0.152
O 0.96255 0.85259 -0.12033 -0.203
C 1.32947 2.20121 -0.31869 -0.119
N -2.24008 -0.77227 0.11433 0.065
H -0.73234 -1.98458 -1.61108 0.066
H -0.77678 -2.92777 -0.19513 0.068
H 0.75828 -2.14967 -0.55215 0.080
H -0.41862 -0.77770 1.12208 0.110
H -1.06126 1.36621 -0.41963 0.108
H -0.29183 0.33078 -1.66474 0.100
H 0.64309 2.94651 0.08319 0.063
H 1.32903 2.51208 -1.36342 0.086
H 2.36604 2.31987 -0.00319 0.083
H -2.65776 -0.13840 0.78054 0.010
H -2.48320 -1.72598 0.34112 0.050
C -4.75601 2.48498 2.16459 -0.024
C -3.63746 1.45584 2.73155 -0.345
C -4.15804 0.02232 2.59336 -0.152
O -5.47754 -0.12981 3.25456 -0.215
C -6.06534 -1.39072 2.95963 -0.114
N -2.49350 1.70491 1.86358 0.044
H -4.35320 3.49579 2.22861 0.042
H -5.75666 2.26930 2.53913 0.067
H -5.05827 2.41097 1.11995 0.066
H -3.32812 1.77362 3.72727 0.111
H -3.53264 -0.68468 3.13846 0.114
H -4.24854 -0.19688 1.52948 0.103
H -7.05705 -1.31108 3.40488 0.084
H -5.67095 -2.25242 3.49817 0.076
H -6.06108 -1.39275 1.86963 0.081
H -2.23688 2.65184 1.62366 0.061
H -1.68135 1.23449 2.23671 0.042
C 2.57874 -0.63886 2.17666 -0.090
O 3.87917 -0.88681 1.63472 -0.221
P 5.15478 0.18909 1.82181 0.545
O 6.46674 -0.25255 1.30958 -0.244
O 5.23647 0.58869 3.47324 -0.225
C 5.99452 1.70361 3.85944 -0.163
O 4.64038 1.51663 1.06903 -0.245
C 5.52561 2.63112 0.84573 -0.095
H 2.56076 0.43789 2.34516 0.061
H 2.28727 -1.18520 3.07368 0.091
H 1.81546 -0.91707 1.44995 0.070
H 6.83810 2.09160 3.28853 0.088
H 6.56102 1.40690 4.74212 0.083
H 5.41217 2.50915 4.30674 0.089
H 5.19873 3.55436 1.32415 0.093
H 5.51180 2.79606 -0.23163 0.089
H 6.58979 2.40635 0.91716 0.086
C -1.09958 0.01826 -4.98368 -0.122
O -1.48753 -1.19775 -5.52428 -0.246
P -2.01167 -1.41400 -7.08175 0.496
O -2.91073 -0.36610 -7.57876 -0.226
O -2.67018 -2.89548 -6.97766 -0.236
C -3.80679 -3.30439 -7.69356 -0.110
O -0.64509 -1.66726 -7.90017 -0.211
C 0.06644 -2.83035 -7.86635 -0.138
H -0.01576 0.08847 -5.07589 0.088
H -1.35445 -0.06950 -3.92754 0.078
H -1.51744 0.85426 -5.54457 0.087
H -3.76918 -4.35177 -7.99299 0.087
H -4.19770 -2.66169 -8.48238 0.095
H -4.53521 -3.43785 -6.89375 0.084
H -0.07917 -3.17659 -6.84311 0.083
H 1.10665 -2.61678 -8.11222 0.090
H -0.24048 -3.56039 -8.61530 0.095
C -1.98923 1.36568 6.35860 -0.140
O -0.95235 1.72691 5.53115 -0.222
P 0.00741 0.61095 4.86322 0.520
O -0.71714 -0.10511 3.80170 -0.218
O 1.26824 1.56810 4.27861 -0.237
C 1.04143 2.57019 3.28714 -0.095
O 0.64352 -0.18790 6.10998 -0.203
C 1.44108 0.42949 7.06046 -0.127
H -2.87963 1.95692 6.14477 0.090
H -1.79847 1.66182 7.39012 0.095
H -2.30430 0.32227 6.34765 0.080
H 1.89225 3.22633 3.10364 0.081
H 0.18591 3.17417 3.58949 0.068
H 0.80459 2.11876 2.32369 0.066
H 1.43667 1.51880 7.09909 0.094
H 2.46366 0.08715 7.21930 0.102
H 0.91004 0.26488 7.99802 0.089
C 0.81391 6.42408 1.12058 -0.025
C 1.97350 6.60178 2.08840 -0.305
O 3.10206 6.57923 1.31685 0.183
C 2.82742 6.25870 0.08116 -0.537
O 3.65969 6.33621 -0.87418 0.090
O 1.56617 6.02568 -0.03067 0.095
F 1.90703 5.52952 2.92682 0.058
H 0.36934 7.37271 0.81966 0.150
H 0.06689 5.73228 1.50977 0.122
H 1.76436 7.51516 2.64527 0.175
C 6.53341 -3.22529 -0.91224 -0.052
C 5.79295 -2.29260 -1.82557 -0.264
O 4.88468 -3.14655 -2.49079 0.099
C 4.86379 -4.30121 -1.83420 -0.591
O 4.04603 -5.21906 -1.98101 0.122
O 5.83230 -4.38566 -1.03079 0.128
F 6.57038 -1.80211 -2.83029 0.069
H 6.33572 -2.93811 0.12049 0.142
H 7.58566 -3.37175 -1.15601 0.159
H 5.26111 -1.43919 -1.40490 0.159
```